1.
This record from the OMol25 dataset describes a molecular structure, C30H46IrN2O2. The level of theory is the ωB97M-V functional and the def2-TZVPD basis.

The geometry in XYZ format:
```
81
Properties=species:S:1:pos:R:3:forces:R:3:lowdin_charge:R:1
Ir -0.01183 0.68581 -0.60079 -0.10 -0.18 -0.10 1.3462
O 0.63833 2.57002 -1.62160 0.12 -0.28 -0.11 -0.3544
O 2.22711 0.52705 -0.96182 0.01 -0.17 -0.07 -0.3158
N -1.14196 -0.92975 -0.78738 0.67 -0.17 -0.54 -0.0650
N -0.38456 0.27824 1.30814 0.56 0.57 0.04 -0.0558
C -1.80267 -1.21554 0.27183 -0.59 -0.02 0.78 -0.0561
C 3.09728 -0.36325 -0.23772 0.02 0.04 0.09 -0.0286
C -1.49620 3.79935 1.74951 0.03 -0.09 0.09 -0.0291
C -1.52982 0.28835 -3.41857 0.02 0.00 -0.19 -0.3946
C 0.82596 -3.28911 -0.33633 -0.01 -0.10 -0.11 -0.0571
C 0.07377 -2.37262 4.33523 -0.01 -0.02 -0.05 -0.0446
C 0.99177 1.88958 4.91992 0.02 -0.04 0.07 -0.0126
C -1.69452 -1.19048 -3.16864 -0.28 0.12 0.11 -0.1388
C 1.94176 2.49225 -2.23653 0.01 0.10 -0.10 -0.1386
C 0.83577 -1.54171 3.30029 -0.04 0.13 0.10 -0.3823
C -1.35515 -0.53911 1.47314 -0.82 -0.41 0.01 -0.0531
C 0.64029 -0.04187 3.50335 0.06 -0.20 -0.05 -0.1293
C 2.83561 1.78900 -1.26688 0.14 0.00 0.11 -0.1578
C -0.26623 3.48074 -2.27805 -0.04 0.15 0.09 -0.0300
C -1.83986 -3.93935 -2.78626 0.08 -0.04 -0.06 -0.0031
C 1.00964 0.51934 4.71879 0.10 0.01 0.02 -0.0042
C -0.12287 3.16238 1.52611 0.03 0.11 0.06 -0.3984
C -2.20802 -2.01156 -4.16338 0.04 0.01 0.00 -0.0033
C -2.84936 1.01823 -3.66037 -0.01 -0.08 0.04 -0.0294
C 0.94434 4.22267 1.25501 -0.03 -0.04 0.00 -0.0383
C -2.32239 -3.37337 -3.95678 0.00 -0.05 -0.02 -0.0149
C -0.53148 0.51687 -4.55707 0.00 0.02 0.06 -0.0374
C -0.53385 -3.91391 -0.66275 -0.19 0.15 0.15 -0.3378
C -1.30441 -3.16699 -1.76417 0.13 -0.15 0.09 -0.1206
C 0.21986 0.84502 2.49729 0.15 -0.09 -0.13 -0.1260
C -1.36133 -1.76955 -1.94266 0.20 -0.02 0.05 -0.1316
C 2.33276 -1.86854 3.33138 -0.02 -0.05 0.01 -0.0354
C 0.28201 2.23636 2.64706 -0.32 0.01 0.00 -0.1366
C -1.31287 -4.23506 0.62631 0.00 0.06 -0.07 -0.0446
C 0.64695 2.74175 3.88573 0.06 0.00 -0.06 -0.0015
H 1.85966 1.94175 -3.17649 -0.03 0.02 -0.02 0.1371
H -1.21415 -3.43772 1.37117 -0.04 -0.01 -0.01 0.0552
H 0.99614 4.94127 2.07405 0.00 0.00 -0.03 0.0924
H -0.39351 1.58201 -4.74893 0.00 -0.01 -0.02 0.0739
H 0.43832 0.06676 -4.33391 -0.01 -0.01 -0.02 0.0907
H -0.19534 2.51153 0.64916 -0.11 0.43 -0.15 0.0430
H -3.55617 0.85151 -2.84596 0.01 0.01 -0.02 0.0931
H -1.83769 -5.01753 -2.67861 0.04 0.02 -0.02 0.1315
H -3.31417 0.66476 -4.58216 0.00 0.00 0.02 0.0949
H 3.97501 -0.57904 -0.84534 0.01 0.01 -0.03 0.1132
H -0.91142 -5.13832 1.08585 0.02 0.03 0.01 0.0942
H 3.81856 1.63450 -1.71553 0.00 -0.09 -0.01 0.1535
H 0.11271 4.49682 -2.17424 0.02 0.00 0.02 0.1099
H 1.44522 -3.20210 -1.23159 -0.02 0.02 0.01 0.0974
H -1.49279 4.40192 2.65953 0.00 0.00 -0.02 0.0949
H 3.40086 0.09295 0.70644 -0.03 0.02 -0.01 0.1014
H -1.75825 4.45538 0.91765 0.00 -0.02 0.01 0.0854
H -2.68850 2.09202 -3.76686 0.00 -0.01 -0.01 0.0798
H 0.47249 -1.82811 2.31192 0.00 -0.01 0.00 0.0847
H 2.48974 -2.93002 3.13167 0.01 0.02 0.01 0.0908
H 0.17978 -3.43585 4.11498 0.01 0.02 0.01 0.0891
H -0.99254 -2.13361 4.35245 0.03 0.00 0.01 0.0824
H -2.72819 -4.00543 -4.73568 -0.03 0.00 0.04 0.1258
H 1.33408 -0.13046 5.52171 0.00 0.02 -0.02 0.1259
H -2.62965 -1.91425 0.25395 0.11 -0.08 0.03 0.1565
H -0.35688 3.22597 -3.33239 0.00 -0.04 0.00 0.0877
H 0.70701 4.78197 0.34823 0.00 0.01 0.03 0.0799
H -2.27812 3.04456 1.85702 0.01 0.02 0.00 0.0860
H 1.93520 3.77777 1.14565 -0.01 0.02 0.01 0.0785
H -2.37282 -4.40993 0.43462 0.02 -0.01 0.01 0.0926
H -1.08571 0.68259 -2.48862 -0.03 0.40 -0.14 0.0455
H 0.73812 -2.29890 0.11615 -0.08 -0.03 0.03 0.0286
H -2.53149 -1.58125 -5.10291 0.05 0.00 0.01 0.1285
H 2.54137 -1.27720 -0.05417 0.04 0.05 -0.01 0.0647
H 1.35462 -3.92628 0.37543 0.00 0.02 -0.02 0.0983
H 2.88334 -1.29218 2.58477 -0.01 -0.02 0.05 0.0656
H -1.79562 -0.70673 2.45083 0.10 -0.08 -0.04 0.1612
H 0.46635 -2.20829 5.33932 -0.03 0.01 -0.01 0.0867
H 2.95310 2.36455 -0.34519 0.01 0.01 0.02 0.1315
H 0.64608 3.81163 4.05034 0.03 -0.01 -0.03 0.1280
H 1.26797 2.29622 5.88395 -0.01 -0.01 -0.01 0.1255
H 2.76091 -1.64664 4.30992 0.01 -0.01 -0.03 0.0913
H -0.31435 -4.87640 -1.12540 -0.02 -0.02 -0.02 0.1345
H -0.89709 0.06904 -5.48136 0.00 0.02 0.01 0.0932
H -1.23096 3.39368 -1.78411 0.02 -0.02 0.01 0.1014
H 2.32492 3.49386 -2.43861 -0.09 0.05 0.05 0.1543
```
Forces are in eV/Å.

As for the multiplicity: 2. As for the net charge: +2. Its energy relative to the best compared isomer or geometry (same formula, charge and spin) is 0.00 kJ/mol. For the energy, the calculation gives -1534.42489 hartree. As for the expectation value of S²: 0.76. For the largest force on an atom, the calculation gives 0.019 Eh/bohr.


2.
This record from the OMol25 dataset describes a molecular structure, C30H47AlCl2N4O6S2Si. The level of theory is the ωB97M-V functional and the def2-TZVPD basis.

The geometry in XYZ format:
```
93
Properties=species:S:1:pos:R:3:forces:R:3:lowdin_charge:R:1
Cl 0.51755 -1.54804 -0.44215 -0.06 -0.17 0.23 0.3738
Cl -0.70304 0.82053 1.17606 -1.44 2.45 -0.47 0.6855
S 3.07333 1.46047 -1.30248 1.30 0.02 -1.03 0.7521
S 4.64208 -0.52072 1.99853 -1.19 1.64 -1.34 0.7696
Si -2.81527 -2.15416 -2.24840 0.65 -3.33 0.16 0.2719
Al 0.15188 -0.96405 1.69879 1.88 -1.43 -0.02 -0.6228
O -1.51842 -1.40286 2.61755 -1.17 0.61 0.90 -0.0476
O 1.73425 -0.15400 2.22752 -0.67 -0.76 0.40 -0.1508
O 0.74950 -2.61597 2.39379 1.00 -0.92 -0.45 -0.0010
O 4.27722 -1.89648 1.77920 0.41 0.18 0.34 -0.2725
O -2.94556 -0.59324 -2.20966 0.03 4.55 -0.38 -0.2467
O 4.72790 0.02277 3.32178 0.29 -0.49 -0.28 -0.2517
N 2.27799 -4.30189 2.40734 -0.46 0.30 -0.08 -0.1448
N 2.26672 2.10373 2.15717 -0.34 0.10 0.75 -0.1915
N -3.53003 -0.23494 2.57853 0.59 -0.12 0.14 -0.1444
N 3.62965 0.49318 1.03964 0.80 -0.94 0.73 -0.0986
C 3.40520 -4.97231 1.75649 -0.02 0.29 -0.31 -0.0164
C 8.27069 0.25232 0.23797 -0.34 0.04 -0.10 -0.0614
C -1.23273 -3.03377 -2.89448 -0.04 0.29 -0.23 -0.2143
C 2.60188 3.32462 1.49469 0.01 0.15 -0.34 -0.0861
C -4.07226 1.12088 2.68557 -0.11 -0.23 0.46 -0.0270
C -0.33614 3.97108 -1.28325 0.03 -0.28 0.25 -0.0780
C -0.67680 2.93463 -2.15383 -0.44 -0.47 -0.35 -0.0157
C 5.99136 -0.05685 0.94114 1.12 -0.16 -0.38 -0.1987
C -2.29828 -0.47380 3.02766 0.56 -0.27 -1.11 -0.2708
C 7.35074 -0.26568 1.16319 -0.20 0.07 -0.14 -0.0340
C 1.84665 -4.76678 3.72064 0.16 0.10 0.09 -0.0087
C -1.78066 2.09778 -1.87822 -0.38 0.14 1.28 -0.2180
C -2.12143 3.31572 0.20538 -0.01 0.03 -0.26 -0.1451
C 1.63905 2.16004 3.43957 0.13 -0.15 0.62 -0.0815
C -2.95877 -2.87512 -0.48706 -0.21 0.24 -0.17 -0.1888
C -4.19850 2.81341 -3.20029 1.08 -0.70 -0.22 -0.0513
C 7.82501 0.92662 -0.91255 0.00 -0.26 0.37 -0.0585
C -3.75401 1.15595 -4.99798 0.04 -0.06 0.04 -0.0380
C 2.21467 0.86761 1.49678 0.30 -0.34 -1.62 -0.5583
C 1.68909 -3.27339 1.82815 -0.57 0.36 0.46 -0.2392
C -4.23014 -1.11719 1.64652 0.06 0.14 -0.13 -0.0281
C 4.11902 0.83249 -0.18558 -2.53 0.23 0.73 -0.7103
C -1.02135 4.13117 -0.07412 -0.15 -0.26 0.09 -0.0893
C -2.35950 1.16486 -2.88696 0.90 -1.43 0.30 0.0150
C 5.53946 0.59854 -0.21126 1.77 -0.16 0.19 -0.2115
C -4.21587 -3.04277 -3.20913 -0.15 0.34 0.07 -0.1879
C -5.24396 3.48860 -4.01818 -0.46 0.16 -0.05 -0.0867
C -2.50737 2.32725 -0.70311 -0.07 0.32 -0.08 -0.1449
C -3.44713 1.76114 -3.64735 -1.50 0.35 -0.20 -0.2518
C 6.46115 1.08264 -1.14441 -0.42 -0.12 0.15 -0.0100
H 2.19973 1.53096 4.14362 -0.29 0.22 0.19 0.0871
H -3.47706 1.67849 3.41337 -0.16 0.04 -0.17 0.0970
H -5.11357 1.06309 3.01997 0.18 0.08 -0.01 0.0947
H -4.04242 -4.12426 -3.29763 0.16 0.23 0.12 0.0225
H -2.62998 -3.92126 -0.46366 -0.04 0.14 -0.13 0.0402
H -3.95897 -2.15515 1.83713 0.07 0.27 -0.06 0.0911
H -0.64028 -3.46297 -2.07438 -0.22 0.30 -0.16 -0.0182
H 1.78407 0.95371 0.48436 -0.39 0.07 0.60 0.0173
H 0.60820 1.78946 3.37506 0.01 0.17 0.28 0.0467
H 3.12185 -5.27787 0.74356 0.08 -0.06 0.21 0.1019
H -0.56814 -2.36565 -3.45635 -0.01 -0.15 0.03 0.0116
H -5.64135 4.36672 -3.49524 0.11 -0.21 -0.13 0.0754
H 0.49276 4.64063 -1.52013 -0.18 -0.31 0.02 0.1075
H 1.64235 3.19783 3.79391 -0.01 -0.28 -0.01 0.0857
H 2.02689 4.14812 1.94373 0.14 -0.15 -0.25 0.0802
H 2.00959 -3.02573 0.80737 -0.03 0.05 0.37 0.0937
H -4.02717 1.90986 -5.74598 0.04 -0.10 0.22 0.0731
H -4.85201 3.82822 -4.98796 -0.11 -0.18 0.20 0.0852
H -4.59875 0.46228 -4.89710 0.22 0.00 -0.14 0.0953
H 9.34105 0.14571 0.41690 -0.31 -0.03 -0.03 0.1067
H -0.67275 4.84530 0.68175 -0.22 -0.14 -0.48 0.1072
H -0.13853 2.79655 -3.09776 -0.07 0.08 0.40 0.1224
H 2.28827 -5.75464 3.84836 -0.24 0.06 0.22 0.0827
H 6.06199 1.60047 -2.01454 0.19 -0.06 0.13 0.1096
H -4.01242 -0.85250 0.60241 0.17 -0.04 0.34 0.0872
H 7.66993 -0.81091 2.04980 0.08 0.20 -0.18 0.1200
H -5.17606 -2.92688 -2.68860 0.08 0.08 -0.11 0.0151
H 3.67052 3.56691 1.60695 -0.05 0.08 -0.14 0.0854
H -4.34512 -2.65799 -4.22823 0.03 0.00 0.09 0.0134
H 0.75618 -4.82279 3.77075 0.20 0.05 -0.03 0.0998
H 2.37459 3.26125 0.42035 0.02 0.16 0.30 0.0317
H -4.04097 1.63053 1.71148 0.15 -0.27 0.25 0.0777
H 3.65548 -5.84503 2.35673 0.09 0.05 -0.22 0.0843
H -1.92868 0.24923 3.77158 -0.19 -0.18 -0.25 0.1467
H -3.41532 1.73624 -0.54233 0.47 0.04 0.10 0.1139
H -6.09002 2.81181 -4.20561 0.17 0.13 -0.12 0.0913
H -2.67926 3.43533 1.14055 0.28 0.01 -0.36 0.0953
H -4.01579 -2.84183 -0.18307 0.31 -0.17 0.00 0.0132
H -1.61649 0.58483 -3.43689 -0.23 0.49 -0.14 0.1358
H 8.54926 1.33809 -1.61837 -0.23 -0.16 0.23 0.1093
H -4.02827 3.26016 -2.22333 0.19 -0.25 -0.21 0.1026
H -2.88192 0.61658 -5.37872 -0.22 -0.07 0.05 0.0843
H -1.51460 -3.87174 -3.55110 0.01 0.29 0.05 0.0160
H -2.35062 -2.30741 0.23369 -0.18 -0.27 -0.30 -0.0071
H 2.21297 -4.10027 4.51027 -0.11 -0.10 -0.13 0.1061
H -5.30566 -0.99361 1.78678 0.06 0.03 0.22 0.0986
H 4.26171 -4.29389 1.68736 -0.13 -0.18 0.12 0.0780
```
Forces are in eV/Å.

Its energy relative to the best compared isomer or geometry (same formula, charge and spin) is 0.00 kJ/mol. For the energy, the calculation gives -4090.65036 hartree. For the largest force on an atom, the calculation gives 0.089 Eh/bohr.